(1)
{
  "formula": "C39H37AuF10Ge2N3",
  "method": "ωB97M-V with the def2-TZVPD basis set",
  "gap_ev": [7.1, 4.7],
  "total_energy_ev": -189406.5029,
  "e_above_lowest_kj_mol": 13.4,
  "spin_multiplicity": 4,
  "symbols": ["Au", "C", "N", "C", "C", "N", "C", "C", "F", "C", "F", "C", "F", "C", "F", "C", "F", "C", "C", "N", "C", "C", "F", "C", "F", "C", "F", "C", "F", "C", "F", "H", "H", "H", "H", "H", "H", "H", "H", "H", "H", "H", "C", "Ge", "C", "C", "C", "H", "H", "H", "H", "H", "H", "H", "H", "H", "H", "H", "C", "C", "C", "C", "C", "C", "Ge", "C", "C", "C", "C", "C", "C", "C", "C", "C", "C", "C", "C", "H", "H", "H", "H", "H", "H", "H", "H", "H", "H", "H", "H", "H", "H", "H"],
  "coordinates": [[-0.84049, -0.50580, -0.22990], [-0.09210, -4.18481, 0.80801], [-0.99481, -3.06634, 0.62320], [-1.43058, -2.47109, 1.88202], [-0.35481, -1.61157, 2.53925], [0.19644, -0.62807, 1.61824], [1.10629, 0.28490, 2.06681], [1.72682, 1.18778, 1.17159], [1.46413, 1.12475, -0.14931], [2.64050, 2.14929, 1.54606], [3.16493, 2.95295, 0.61653], [3.03753, 2.27218, 2.86413], [3.92845, 3.19741, 3.23390], [2.48955, 1.39649, 3.77953], [2.84856, 1.47244, 5.06396], [1.55998, 0.44494, 3.39524], [1.09176, -0.33308, 4.39512], [-2.04408, -3.31824, -0.34619], [-1.48193, -3.25818, -1.76280], [-0.82636, -1.97846, -1.99412], [0.28953, -1.86841, -2.74242], [0.60970, -0.56597, -3.22617], [-0.26994, 0.41250, -3.08240], [1.79196, -0.28260, -3.86727], [2.05181, 0.94407, -4.30173], [2.71725, -1.29579, -4.07998], [3.85929, -1.03330, -4.69338], [2.43996, -2.58803, -3.65727], [3.33964, -3.54617, -3.85042], [1.25761, -2.87145, -3.01381], [1.11235, -4.11881, -2.56490], [-0.60497, -5.06254, 1.23163], [0.71408, -3.90155, 1.48316], [0.36372, -4.47567, -0.13864], [-1.75068, -3.23611, 2.60620], [-2.29892, -1.83912, 1.67437], [0.44948, -2.25259, 2.92005], [-0.82713, -1.16036, 3.41711], [-2.80597, -2.54498, -0.22903], [-2.53699, -4.29331, -0.20512], [-2.30385, -3.31518, -2.48647], [-0.83617, -4.11045, -1.95275], [5.54610, -2.99256, -0.84659], [4.54970, -1.47159, -0.13379], [4.98735, -1.22326, 1.75669], [4.94717, 0.16059, -1.12971], [2.64464, -1.75173, -0.26641], [6.61349, -2.84825, -0.67557], [5.38130, -3.11221, -1.91713], [5.24218, -3.91419, -0.34883], [6.05341, -1.03217, 1.88468], [4.72212, -2.11292, 2.32885], [4.42864, -0.37726, 2.16070], [5.98232, 0.46670, -0.97636], [4.29816, 0.97129, -0.79452], [4.79283, 0.01832, -2.20066], [2.10406, -2.58988, 0.15951], [2.02130, -0.92753, -0.58926], [-4.85339, 0.72042, 3.74855], [-3.46825, 0.76351, 3.83825], [-2.70777, 1.01446, 2.70473], [-3.31607, 1.23923, 1.46789], [-4.70753, 1.18703, 1.39269], [-5.47153, 0.93022, 2.52438], [-2.23345, 1.49293, -0.14136], [-3.44457, 1.73425, -1.65308], [-4.14882, 2.93488, -1.75948], [-5.05024, 3.14107, -2.79394], [-5.25502, 2.14719, -3.74229], [-4.55687, 0.95197, -3.65241], [-3.65697, 0.75053, -2.61312], [-1.07978, 3.04987, 0.05425], [-0.30134, 3.45729, -1.03094], [0.59594, 4.50527, -0.90995], [0.73559, 5.16209, 0.30684], [-0.03568, 4.77502, 1.39133], [-0.94058, 3.72690, 1.26356], [-5.44871, 0.52201, 4.63078], [-2.98002, 0.60018, 4.79132], [-1.62427, 1.01960, 2.77973], [-5.20190, 1.35178, 0.44168], [-6.55131, 0.89544, 2.44954], [-3.99035, 3.72074, -1.02785], [-5.59006, 4.07707, -2.86392], [-5.95457, 2.30803, -4.55277], [-4.71201, 0.17794, -4.39389], [-3.10398, -0.18135, -2.55214], [-0.38365, 2.93842, -1.98045], [1.19765, 4.80322, -1.75927], [1.44603, 5.97263, 0.40759], [0.06637, 5.28686, 2.34020], [-1.53915, 3.43824, 2.11993]],
  "atomic_forces_ev_per_a": [[-0.030, 0.073, 0.079], [-0.005, -0.027, -0.002], [0.037, 0.051, 0.015], [-0.040, -0.047, -0.033], [0.012, -0.001, 0.026], [0.149, 0.034, 0.083], [-0.062, 0.003, -0.005], [0.084, -0.002, 0.007], [-0.099, 0.022, -0.019], [-0.002, 0.004, -0.014], [0.041, -0.019, 0.020], [-0.021, -0.050, -0.007], [-0.002, 0.007, 0.012], [-0.001, 0.014, -0.036], [0.005, 0.007, 0.001], [-0.044, 0.053, 0.022], [-0.008, -0.009, -0.016], [-0.052, -0.031, 0.000], [0.092, 0.006, 0.008], [0.060, -0.081, -0.265], [-0.171, 0.008, 0.179], [0.135, -0.015, -0.056], [-0.002, 0.021, 0.007], [-0.062, 0.015, 0.025], [-0.014, 0.001, -0.002], [0.062, -0.002, -0.037], [-0.018, -0.003, 0.014], [-0.039, 0.004, 0.020], [0.020, -0.007, 0.010], [0.064, -0.003, -0.051], [0.052, 0.003, -0.024], [-0.004, 0.001, 0.006], [-0.009, -0.004, 0.010], [-0.011, -0.011, 0.009], [0.003, -0.008, 0.003], [0.017, 0.002, 0.027], [0.009, 0.014, 0.013], [-0.015, -0.001, -0.014], [-0.007, 0.004, -0.028], [0.007, -0.003, 0.006], [-0.047, 0.004, 0.042], [-0.061, 0.017, 0.007], [0.027, -0.053, 0.017], [-0.101, 0.078, 0.049], [0.021, 0.003, 0.022], [0.018, 0.017, -0.010], [0.057, -0.045, -0.020], [0.008, -0.014, -0.015], [-0.010, 0.012, -0.017], [0.007, -0.001, -0.001], [0.001, 0.005, 0.016], [0.008, 0.002, 0.009], [0.001, 0.003, 0.001], [0.005, 0.006, -0.009], [0.006, 0.002, -0.011], [0.003, -0.005, -0.004], [0.042, -0.017, -0.065], [-0.048, -0.125, -0.068], [-0.027, -0.001, -0.003], [0.037, 0.020, -0.012], [0.005, -0.017, 0.017], [-0.067, -0.033, -0.010], [0.012, 0.030, 0.043], [0.000, -0.002, 0.009], [-0.007, -0.090, 0.074], [0.007, 0.148, -0.018], [-0.009, 0.006, -0.035], [0.002, -0.010, -0.018], [0.000, 0.011, 0.002], [0.002, 0.005, 0.006], [0.004, -0.055, -0.005], [0.002, 0.074, -0.025], [0.004, 0.008, -0.013], [0.000, 0.019, 0.015], [-0.009, 0.014, -0.015], [-0.009, -0.001, 0.004], [0.017, -0.022, 0.033], [0.001, -0.001, 0.001], [0.003, -0.007, 0.002], [-0.023, 0.025, -0.003], [-0.006, -0.011, 0.007], [-0.003, -0.001, 0.001], [0.002, 0.000, -0.007], [0.000, 0.001, 0.002], [-0.003, -0.005, 0.001], [0.005, -0.003, -0.001], [0.005, -0.006, 0.006], [-0.017, -0.001, -0.003], [0.005, 0.000, -0.002], [0.006, -0.003, 0.000], [-0.003, 0.001, 0.004], [-0.006, -0.006, 0.001]],
  "mulliken_charge": [2.424, -1.258, 0.814, -1.788, -0.771, 0.587, -0.632, 0.236, -0.375, -0.257, -0.485, 0.722, -0.379, 0.162, -0.357, 0.823, -0.399, -1.118, -0.833, -0.236, -0.076, 0.139, -0.351, 0.227, -0.348, 0.710, -0.373, 0.483, -0.399, 0.522, -0.398, 0.240, 0.324, 0.249, 0.383, 0.309, 0.636, 0.446, 0.210, 0.470, 0.420, 0.505, -1.184, 0.460, -1.026, -0.973, -0.912, 0.399, 0.306, 0.371, 0.404, 0.364, 0.163, 0.406, 0.168, 0.269, 0.409, 0.180, -0.636, -0.870, 0.434, 0.042, -0.488, -0.696, 0.190, 0.000, -0.353, -0.667, -0.494, -0.712, -0.142, -0.016, -0.426, -0.520, -0.606, -0.646, -0.184, 0.383, 0.440, 0.469, 0.328, 0.406, 0.393, 0.408, 0.365, 0.394, 0.192, 0.350, 0.415, 0.392, 0.443, 0.402]
}



(2)
{
  "formula": "C4H5N3",
  "method": "ωB97M-V with the def2-TZVPD basis set",
  "gap_ev": 9.6,
  "total_energy_ev": -8697.0220,
  "e_above_lowest_kj_mol": 269.2,
  "spin_multiplicity": 1,
  "symbols": ["N", "C", "C", "N", "C", "N", "C", "H", "H", "H", "H", "H"],
  "coordinates": [[-3.44451, 0.21391, 0.10151], [-2.30976, 0.12949, 0.21005], [-0.97249, -0.01145, 0.14639], [-0.42416, -1.21286, 0.14345], [0.99544, -1.09792, 0.00881], [1.21633, 0.29546, 0.33143], [0.07459, 1.08919, -0.05792], [1.39774, -1.76867, 0.76844], [1.29843, -1.73426, -0.80635], [2.04296, 0.67195, -0.18516], [0.13364, 1.49521, -1.22854], [-0.00820, 1.92994, 0.56788]],
  "atomic_forces_ev_per_a": [[-0.818, 0.233, 0.214], [-3.160, 0.227, -0.245], [5.523, -2.556, -0.617], [-2.364, 1.865, -0.122], [-1.295, -0.773, 2.129], [3.277, 1.111, -1.847], [-0.189, -0.999, -2.978], [0.217, 0.357, 0.802], [0.343, 0.999, -1.760], [-0.669, -0.485, 0.943], [-0.510, -1.054, 2.710], [-0.354, 1.076, 0.770]],
  "nbo_charge": [-0.238, 0.228, 0.088, -0.273, -0.123, -0.615, -0.240, 0.201, 0.209, 0.370, 0.175, 0.218]
}



(3)
{
  "formula": "C19H19F4",
  "method": "ωB97M-V with the def2-TZVPD basis set",
  "charge": 1,
  "gap_ev": 4.3,
  "total_energy_ev": -30872.0075,
  "e_above_lowest_kj_mol": 23.7,
  "spin_multiplicity": 1,
  "symbols": ["C", "C", "C", "C", "C", "C", "H", "H", "H", "H", "H", "H", "H", "H", "H", "H", "H", "H", "F", "C", "C", "C", "F", "C", "C", "C", "C", "C", "C", "F", "C", "C", "F", "C", "C", "H", "H", "H", "H", "H", "H", "H"],
  "coordinates": [[-0.05888, -0.84659, -2.76224], [0.72754, 0.42740, -2.60371], [-0.03766, 1.71035, -2.74541], [2.07167, 0.43241, -2.70090], [2.84733, 1.71461, -2.83907], [2.87826, -0.82357, -2.86681], [-1.12696, -0.61324, -2.79613], [0.21196, -1.34017, -3.71052], [0.08847, -1.57465, -1.95273], [-1.11139, 1.50876, -2.78194], [0.13673, 2.42954, -1.93468], [0.24129, 2.20142, -3.69267], [3.91437, 1.47798, -2.88784], [2.59371, 2.24623, -3.77200], [2.70443, 2.41389, -2.00125], [3.93780, -0.54984, -2.91481], [2.76213, -1.53523, -2.03977], [2.63559, -1.34051, -3.80678], [-4.88620, -1.23558, 3.41374], [-4.06276, -1.40284, 2.32283], [-4.56566, -2.12597, 1.23919], [-3.67867, -2.30391, 0.17689], [-4.12145, -3.01693, -0.92548], [-2.38464, -1.81602, 0.16283], [-1.89204, -1.02335, 1.26833], [-0.57436, -0.47415, 1.17367], [0.19997, 0.22444, 2.15164], [1.56324, 0.56940, 1.81498], [2.33774, 1.29422, 2.70580], [3.63242, 1.61697, 2.33438], [1.89153, 1.71118, 3.95936], [0.58769, 1.33984, 4.28866], [0.11184, 1.70699, 5.52765], [-0.24668, 0.60937, 3.45481], [-2.78635, -0.86542, 2.37424], [-5.57621, -2.52902, 1.22266], [-1.70948, -2.03990, -0.67422], [-0.05628, -0.66991, 0.23534], [1.97543, 0.23043, 0.85566], [2.52475, 2.28455, 4.63681], [-1.22207, 0.32197, 3.81958], [-2.47815, -0.34516, 3.26991]],
  "atomic_forces_ev_per_a": [[-0.177, -0.141, -0.012], [0.823, -0.011, -0.507], [-0.254, 0.319, 0.011], [-0.597, 0.059, 0.088], [0.282, 0.235, 0.051], [0.350, -0.131, 0.060], [0.078, -0.161, -0.062], [-0.149, -0.016, 0.361], [0.199, -0.017, -0.158], [0.088, 0.156, 0.005], [0.072, -0.089, -0.156], [-0.149, -0.001, 0.326], [-0.150, 0.245, 0.027], [-0.022, -0.107, 0.310], [-0.096, -0.146, -0.262], [-0.179, -0.303, 0.016], [-0.096, 0.031, -0.188], [-0.035, 0.025, 0.234], [1.100, -0.161, -1.413], [-0.545, 0.188, 1.170], [0.720, 0.261, -0.183], [-0.490, -0.871, -1.270], [0.684, 1.017, 1.659], [0.746, 0.561, 0.245], [-1.032, -0.609, -0.328], [-0.135, -0.390, 0.836], [0.945, 0.556, 0.471], [-0.744, -0.313, -0.297], [1.469, 0.249, -0.525], [-1.919, -0.489, 0.563], [-0.212, -0.265, -0.539], [-0.742, 0.091, 1.088], [0.593, -0.504, -1.632], [0.307, 0.106, -0.105], [-0.006, -0.111, -0.257], [0.236, 0.095, 0.027], [-0.531, 0.169, 0.271], [-0.064, 0.079, 0.009], [-0.086, 0.370, 0.392], [-0.199, -0.182, -0.184], [0.557, 0.441, 0.188], [-0.642, -0.232, -0.335]],
  "nbo_charge": [-0.644, -0.045, -0.646, 0.038, -0.655, -0.654, 0.211, 0.237, 0.186, 0.209, 0.217, 0.229, 0.218, 0.227, 0.220, 0.221, 0.212, 0.226, -0.298, 0.398, -0.200, 0.393, -0.300, -0.164, -0.139, 0.168, -0.153, -0.148, 0.382, -0.299, -0.194, 0.396, -0.298, -0.169, -0.172, 0.284, 0.261, 0.245, 0.262, 0.283, 0.228, 0.228]
}



(4)
{
  "formula": "C6H15NO2Sn",
  "method": "ωB97M-V with the def2-TZVPD basis set",
  "charge": 1,
  "gap_ev": [6.5, 9.0],
  "total_energy_ev": -17872.3972,
  "e_above_lowest_kj_mol": 31.5,
  "spin_multiplicity": 2,
  "symbols": ["Sn", "C", "O", "C", "C", "N", "C", "C", "O", "C", "H", "H", "H", "H", "H", "H", "H", "H", "H", "H", "H", "H", "H", "H", "H"],
  "coordinates": [[-2.04502, -1.25388, 0.38305], [-1.43068, -1.26186, -3.46067], [-0.94101, -0.73166, -2.23402], [0.05063, 0.23721, -2.40007], [0.87131, 0.67487, -1.20150], [-0.04240, 1.00168, -0.11273], [0.62522, 1.43247, 1.16300], [0.86628, 0.31422, 2.06814], [-0.24591, -0.27430, 2.66106], [-0.08716, -0.94267, 3.86529], [-0.78356, -1.96830, -3.98055], [-1.63256, -0.53195, -4.24462], [-2.42202, -1.70084, -3.34818], [-0.30857, 1.16052, -2.85457], [0.72850, -0.18202, -3.14361], [1.38620, 1.55064, -1.59649], [1.54142, -0.11950, -0.87281], [-0.48014, 1.82662, -0.49738], [-0.20620, 1.96875, 1.62044], [1.45874, 2.12483, 1.04471], [1.48318, 0.63484, 2.90763], [1.52640, -0.46684, 1.69094], [0.19464, -0.29664, 4.69675], [0.80017, -1.56817, 3.76785], [-0.90755, -1.62797, 4.07844]],
  "atomic_forces_ev_per_a": [[1.192, 0.995, -0.315], [-0.744, 0.028, -1.097], [-1.052, -0.508, 0.969], [1.283, 0.231, -1.422], [-0.683, -1.476, -0.039], [0.557, 0.140, 0.203], [-2.608, 0.544, -0.900], [2.764, -1.396, 2.177], [-3.020, 0.539, -1.857], [1.868, -1.035, 0.503], [0.419, -0.263, 0.672], [0.265, 0.824, 0.342], [0.223, -0.277, 0.646], [-0.773, 0.021, -0.125], [0.452, 0.180, -0.092], [0.567, -0.003, 0.385], [0.238, 0.166, -0.076], [-0.828, 0.197, 0.428], [0.273, 0.531, 0.365], [0.204, -0.318, -0.162], [0.201, 0.770, 0.104], [-0.085, -0.327, -0.777], [-0.653, 0.394, 0.092], [0.151, -0.504, 0.029], [-0.213, 0.547, -0.053]],
  "nbo_charge": [0.845, -0.272, -0.576, -0.068, -0.248, -0.643, -0.262, -0.086, -0.568, -0.252, 0.197, 0.194, 0.202, 0.171, 0.193, 0.204, 0.204, 0.374, 0.222, 0.223, 0.198, 0.178, 0.192, 0.173, 0.205]
}



(5)
{
  "formula": "C9H17DyNOP",
  "method": "ωB97M-V with the def2-TZVPD basis set",
  "gap_ev": [5.2, 3.4],
  "total_energy_ev": -46510.9889,
  "spin_multiplicity": 6,
  "symbols": ["C", "C", "C", "C", "C", "Dy", "P", "H", "H", "H", "H", "H", "H", "H", "H", "C", "N", "C", "C", "C", "O", "H", "H", "H", "H", "H", "H", "H", "H", "H"],
  "coordinates": [[0.69057, -1.23279, -3.01790], [-0.31724, -0.72023, -3.86177], [-0.66017, 0.67958, -3.73188], [0.25497, 1.29175, -2.82046], [1.18248, 0.27324, -2.34832], [-0.79251, -0.39168, -1.57063], [-0.07513, -3.19600, -0.67382], [0.70807, -2.35961, -3.21934], [-1.00137, -1.47845, -4.40157], [-1.52746, 1.20473, -4.17834], [2.06331, 0.59445, -1.75260], [0.12366, 2.39403, -2.46791], [1.24561, -3.47411, -0.17585], [-0.03461, -4.44306, -1.33259], [-0.90900, -3.77745, 0.34948], [-0.04454, 1.64920, 3.62133], [0.32359, 0.74346, 2.51874], [1.16187, -0.42660, 2.83257], [-0.29687, 0.80151, 1.35565], [-1.22373, 1.92363, 1.01770], [-0.18291, -0.17004, 0.49186], [0.45148, 1.33408, 4.52891], [-1.12141, 1.63167, 3.80688], [0.23946, 2.68739, 3.42939], [0.62388, -1.38136, 2.67498], [2.08782, -0.42728, 2.22225], [1.43846, -0.34049, 3.89171], [-0.91634, 2.47088, 0.10352], [-2.23229, 1.49895, 0.85632], [-1.25965, 2.64061, 1.85167]],
  "atomic_forces_ev_per_a": [[0.718, 1.978, -1.563], [-2.229, -0.022, -2.530], [0.502, -0.293, -0.465], [0.434, 0.887, -1.396], [1.487, -0.330, -0.651], [-5.169, -1.767, 3.288], [-0.173, -0.932, 0.359], [1.712, 1.643, 0.845], [1.106, 1.527, 0.581], [0.714, -0.611, 0.203], [-0.541, -0.900, -0.507], [0.807, -2.133, -0.781], [-0.572, 0.282, 0.334], [-0.182, 0.103, -0.427], [0.753, 0.123, 0.083], [-0.103, 0.247, -0.159], [0.065, -0.076, 0.699], [0.305, -0.143, 0.033], [-0.184, -2.662, -2.570], [-0.234, 0.787, 0.426], [0.716, 2.664, 4.542], [0.126, -0.107, 0.033], [0.095, -0.106, -0.017], [0.105, -0.186, -0.084], [0.196, 0.599, -0.036], [-0.639, -0.003, 0.258], [-0.015, -0.148, -0.418], [-0.047, -0.543, 0.450], [0.480, 0.244, 0.020], [-0.233, -0.121, -0.549]],
  "mulliken_charge": [-0.895, -0.036, -0.583, -0.267, -0.526, 0.170, -0.151, 0.390, 0.237, 0.289, 0.345, 0.366, 0.074, 0.073, 0.058, -1.038, 0.120, -0.759, 0.727, -1.082, -0.306, 0.300, 0.398, 0.351, 0.274, 0.256, 0.304, 0.218, 0.302, 0.392]
}